Entry 1:
# C25H48P4STc

A structure of composition C25H48P4STc (ωB97M-V/def2-TZVPD, the OMol25 dataset).

Results
F_max: 4.4 eV Å⁻¹
LUMO (alpha / beta): -13.8 / -15.0 eV
Spin multiplicity: 4
Total energy: -2824.0845 a.u.
Energy above the lowest of the compared OMol25 structures with the same formula, charge and spin: 118.87 kJ/mol
Net charge: +4
Frontier orbital gap (alpha / beta): 5.627 / 4.485 eV

```
79
Properties=species:S:1:pos:R:3:forces:R:3:mulliken_charge:R:1
Tc 0.424 -0.158 0.903 -1.81 0.32 -3.59 0.1437
P 2.042 -1.644 0.697 1.87 -1.07 -0.06 1.2033
P 1.545 0.814 -1.849 1.08 -0.59 -1.17 0.8233
P -1.230 -0.879 2.289 -2.28 -1.47 2.89 0.5684
H -0.992 0.084 -3.699 -0.38 0.17 -0.30 0.2226
C -1.917 0.263 -3.158 0.12 0.43 0.77 -0.7302
C -2.067 1.258 -2.282 -1.17 0.01 0.48 -0.3807
H -1.404 2.106 -2.151 0.12 -0.37 0.00 0.2123
C 1.692 -3.164 -0.209 -0.48 -0.09 -0.06 -1.1368
C 3.645 -1.058 0.225 0.61 0.31 -0.26 -1.2488
C 2.252 -1.972 2.451 -0.23 -0.30 0.27 -1.3890
C 1.007 2.051 -3.087 -1.29 0.40 0.11 -1.7121
C 3.268 1.441 -1.959 0.43 -0.14 0.78 -1.3594
C 1.712 -0.656 -2.998 -0.40 -0.13 0.56 -1.4196
C -2.853 0.016 2.276 0.17 0.50 -0.63 -1.2140
C -0.695 -0.593 4.034 0.25 0.17 0.06 -1.3108
C -1.653 -2.700 2.219 0.34 -0.09 -0.33 -0.9260
H -2.755 -0.407 -3.300 0.22 -0.29 -0.12 0.4049
H -2.996 1.331 -1.670 0.64 0.00 -0.73 0.3109
H 2.497 -3.878 -0.007 -0.04 0.04 0.00 0.4923
H 1.623 -2.976 -1.288 0.15 0.07 0.29 0.2909
H 0.735 -3.597 0.106 0.25 0.04 0.04 0.2662
H 4.395 -1.645 0.752 0.11 -0.17 -0.02 0.7086
H 3.771 -0.017 0.516 0.00 -0.02 0.08 0.0756
H 3.820 -1.137 -0.843 -0.01 -0.11 -0.09 0.3294
H 3.175 -2.534 2.554 0.16 -0.23 0.29 0.6492
H 1.425 -2.531 2.880 0.00 -0.21 0.06 0.3592
H 2.348 -1.032 2.997 0.20 0.02 0.00 0.3406
H 1.584 1.910 -4.004 0.21 -0.07 0.24 0.5516
H 1.184 3.059 -2.710 0.01 -0.02 -0.03 0.3525
H -0.041 1.970 -3.366 0.24 0.06 -0.06 0.5153
H 3.642 1.311 -2.975 -0.19 -0.11 -0.03 0.5853
H 3.966 0.970 -1.276 0.06 0.00 -0.08 0.3309
H 3.271 2.503 -1.728 0.01 -0.05 -0.09 0.3188
H 1.981 -0.263 -3.996 -0.07 -0.26 0.49 0.5103
H 0.758 -1.211 -3.065 0.50 0.17 -0.03 0.3335
H 2.511 -1.332 -2.641 -0.38 0.30 -0.27 0.5072
H -3.615 -0.529 2.844 0.38 -0.15 0.10 0.4697
H -3.239 0.135 1.254 0.17 0.14 0.43 0.3714
H -2.729 1.004 2.744 0.00 -0.26 -0.16 0.4504
H -1.164 -1.273 4.754 -0.03 -0.02 -0.30 0.4828
H -0.960 0.433 4.342 0.18 -0.50 -0.15 0.3548
H 0.397 -0.723 4.105 -0.44 0.06 0.19 0.3538
H -2.738 -2.857 2.270 0.21 0.30 0.14 0.4520
H -1.193 -3.283 3.038 -0.04 0.47 -0.35 0.5028
H -1.336 -3.082 1.238 0.01 -0.05 0.46 0.0895
C -4.223 -2.540 -0.940 -1.25 0.59 -0.16 0.2762
C -4.271 -3.977 -0.914 1.50 1.79 0.76 -0.1926
C -5.319 -4.634 -1.560 -1.49 -0.39 -0.97 -0.4505
C -6.267 -3.893 -2.270 -0.10 -0.24 -0.05 -0.5361
C -6.331 -2.488 -2.173 -1.40 -0.90 -1.01 -0.4227
C -5.339 -1.807 -1.485 2.90 0.22 1.38 -0.2006
S -2.898 -1.592 -0.493 0.05 -0.51 -0.45 0.0138
H -0.187 -0.966 -0.372 0.03 0.26 0.46 0.3318
H -3.436 -4.482 -0.409 -0.55 -0.08 -0.37 0.4310
H -5.382 -5.723 -1.509 -0.06 0.30 -0.15 0.4504
H -6.993 -4.398 -2.893 -0.14 -0.12 0.17 0.4627
H -7.148 -1.892 -2.618 0.31 -0.65 0.16 0.4425
H -5.269 -0.717 -1.404 -0.43 -0.45 -0.12 0.4699
C 0.575 2.198 2.879 -0.49 -0.41 0.69 -1.5232
P 0.520 2.064 1.098 3.43 2.75 -0.14 1.2467
C -0.708 3.190 0.573 -1.27 -0.03 -0.54 -1.4193
C 2.140 2.828 0.712 -1.53 -0.20 -0.12 1.3056
C 2.202 3.953 -0.124 -0.18 -0.60 0.38 -0.9667
C 3.421 4.586 -0.242 0.12 0.04 0.08 -0.6112
C 4.534 4.079 0.432 0.14 0.32 -0.15 -0.7232
C 4.462 2.936 1.206 -0.24 -0.54 0.46 -0.5542
C 3.232 2.320 1.400 0.14 0.48 -0.53 -1.3073
H -0.434 2.179 3.282 -0.04 0.13 0.17 0.4614
H 1.053 3.157 3.078 -0.03 0.03 0.16 0.5883
H 1.155 1.410 3.363 0.08 0.09 0.04 0.4668
H -0.457 4.123 1.089 -0.21 0.01 -0.09 0.5290
H -0.722 3.322 -0.508 0.10 0.13 0.07 0.3518
H -1.694 2.824 0.870 -0.04 0.27 0.07 0.3945
H 1.311 4.313 -0.641 0.36 0.06 0.13 0.4681
H 3.490 5.469 -0.855 0.19 0.20 -0.01 0.5017
H 5.467 4.614 0.389 0.21 0.05 -0.20 0.4948
H 5.319 2.507 1.708 0.19 0.34 -0.02 0.5182
H 3.104 1.508 2.101 0.21 -0.15 0.06 0.5959
```
Forces are in eV/Å.

=====

Entry 2:
# C5H5NO

An isolated molecule of C5H5NO (ωB97M-V/def2-TZVPD, the OMol25 dataset).

Results
F_max: 4.1 eV Å⁻¹
LUMO (alpha / beta): 0.0 / 0.0 eV
Total energy: -323.3476 a.u.
Energy above the lowest of the compared OMol25 structures with the same formula, charge and spin: 451.92 kJ/mol
Frontier orbital gap (alpha / beta): 9.095 / 9.111 eV

```
12
Properties=species:S:1:pos:R:3:forces:R:3:mulliken_charge:R:1
C 0.916 -0.222 1.255 0.41 0.31 -0.79 0.0057
C 0.943 0.175 -0.190 0.93 0.02 0.21 0.7162
C -1.346 -0.146 -0.087 2.13 -0.66 3.47 0.6170
C 2.035 0.498 -0.876 -0.67 -0.09 -0.09 -0.9359
C -2.631 -0.289 -0.169 -0.51 0.04 -0.47 -0.9026
N -0.119 -0.514 1.859 -2.40 0.22 -1.97 -0.5862
O -0.293 0.170 -0.773 -0.30 0.19 -0.79 -0.3605
H 1.904 -0.214 1.712 0.07 -0.06 0.20 0.3366
H 1.973 0.769 -1.912 -0.03 0.07 -0.25 0.2831
H 3.007 0.486 -0.423 0.13 -0.04 0.31 0.2521
H -3.187 -0.127 -1.084 0.18 0.08 -0.15 0.2929
H -3.202 -0.586 0.689 0.08 -0.08 0.31 0.2815
```
Forces are in eV/Å.

=====

Entry 3:
# C3HF2N

An isolated molecule of C3HF2N (ωB97M-V/def2-TZVPD, the OMol25 dataset).

Results
F_max: 6.5 eV Å⁻¹
LUMO: 0.1 eV
SMILES: N#CC=C(F)F
Total energy: -369.3368 a.u.
Energy above the lowest of the compared OMol25 structures with the same formula, charge and spin: 72.60 kJ/mol
Frontier orbital gap: 10.676 eV

```
7
Properties=species:S:1:pos:R:3:forces:R:3:mulliken_charge:R:1
N -2.530 0.444 0.250 5.49 -1.69 -1.15 -0.3840
C -1.411 0.063 0.017 -5.68 1.19 0.64 0.2551
C -0.124 -0.534 -0.171 -1.82 6.22 0.24 -0.4174
C 0.914 0.273 -0.092 2.99 -0.60 2.20 0.4791
F 1.035 1.585 -0.004 -0.47 -1.44 -0.27 -0.1696
F 2.093 -0.343 0.286 -1.12 1.41 -1.38 -0.2100
H 0.023 -1.489 -0.286 0.60 -5.09 -0.27 0.4468
```
Forces are in eV/Å.

=====

Question: The highest F_max belongs to which entry?
Answer: C3HF2N